Record 1
C29H36N3O6PRuS as an isolated structure in a non-equilibrium geometry, computed with ωB97M-V/def2-TZVPD.

Structure (XYZ):
```
77
Properties=species:S:1:pos:R:3:forces:R:3
Ru 1.611605 0.620002 0.057604 -0.29 0.68 0.82
O 0.885678 0.712593 -1.845425 0.38 -0.05 -0.32
C 0.257487 1.763067 -2.305130 -0.03 -0.03 0.03
C -0.175986 1.696326 -3.651465 0.05 0.06 0.01
C -0.849958 2.723828 -4.270500 -0.03 0.00 -0.03
C -1.117687 3.912748 -3.595397 0.02 0.00 0.01
C -0.683155 4.019142 -2.286735 -0.05 0.00 0.01
C -0.034435 2.984791 -1.617462 -0.04 -0.18 0.13
C 0.590050 3.262486 -0.268120 0.08 -0.12 -0.28
N 1.752377 2.524329 -0.169820 0.24 0.20 -0.02
C 3.012869 3.198281 -0.052231 0.00 0.02 -0.03
C 4.134410 2.162579 -0.182009 0.06 -0.02 -0.09
N 3.616399 0.811776 0.050812 -0.16 0.00 0.18
C 4.390189 -0.066773 0.571702 0.00 -0.05 -0.19
C 4.077604 -1.452559 0.842572 0.04 0.13 0.01
C 5.140777 -2.240681 1.318024 -0.01 -0.09 0.04
C 5.012441 -3.589194 1.547575 -0.01 0.07 0.00
C 3.771773 -4.188331 1.283260 -0.02 -0.05 -0.02
C 2.709623 -3.451871 0.826625 0.03 -0.03 0.04
C 2.800707 -2.048734 0.613439 0.03 -0.03 -0.11
O 1.740730 -1.423599 0.230653 -0.09 -0.10 0.13
H 0.048934 0.783414 -4.186103 0.05 0.02 -0.01
H -1.164428 2.603447 -5.301787 0.00 0.00 0.00
H -1.623895 4.735173 -4.083562 -0.01 0.00 0.01
H -0.841507 4.950722 -1.748135 0.00 0.01 -0.02
H 0.787510 4.337602 -0.165289 -0.05 0.03 -0.13
H 3.110337 3.757388 0.892091 0.01 -0.11 0.08
H 3.127898 3.919621 -0.874481 0.00 0.10 0.10
H 4.948545 2.364352 0.519045 0.02 0.05 -0.04
H 4.543984 2.186487 -1.194762 -0.05 -0.02 -0.02
H 5.406497 0.241094 0.826809 0.04 -0.01 -0.06
H 6.093740 -1.753854 1.501120 0.00 0.01 -0.02
H 5.845131 -4.172440 1.916788 0.00 0.00 -0.01
H 3.648616 -5.254237 1.441347 -0.01 0.00 0.00
H 1.749345 -3.909680 0.624987 0.02 -0.01 0.01
S 1.623153 1.694394 2.470774 -0.03 -0.33 -0.31
C 0.147184 2.560409 2.169487 -0.05 -0.16 -0.09
C -0.711334 2.742098 3.273534 -0.01 -0.05 0.05
C -1.994097 3.195655 3.129633 -0.03 -0.05 0.08
C -2.487063 3.469411 1.853670 0.05 0.00 -0.11
C -1.616683 3.367869 0.807464 -0.07 0.00 0.10
N -0.326260 3.013289 0.969496 0.08 -0.07 0.04
H -0.327396 2.427432 4.233094 -0.01 0.01 0.01
H -2.635095 3.286350 3.998373 0.01 -0.01 0.00
H -3.517688 3.728884 1.667437 -0.01 0.00 0.01
H -1.918246 3.542966 -0.212534 0.00 0.01 -0.03
C -1.483000 -3.191824 -2.527449 -0.02 -0.02 -0.03
C -2.187782 -1.906985 -2.112603 0.05 0.08 0.03
C -2.284970 -0.948276 -3.292518 -0.02 -0.03 0.03
C -3.570922 -2.215037 -1.549040 -0.03 -0.03 0.00
O -1.314869 -1.332182 -1.120283 0.02 -0.11 -0.07
P -1.720706 -0.194983 -0.064402 -0.01 0.06 -0.13
O -2.678578 0.786344 -0.624614 0.00 0.03 0.07
O -0.418984 0.294161 0.528163 -0.20 -0.08 0.06
O -2.519620 -1.020956 1.074635 0.10 0.08 0.24
C -1.979773 -1.978229 2.014896 -0.09 -0.05 -0.20
C -3.209434 -2.727128 2.517276 -0.03 0.01 -0.01
C -1.308140 -1.256889 3.171983 0.05 0.06 0.02
C -1.009728 -2.946603 1.349420 -0.01 -0.03 0.00
H -2.019665 -3.672559 -3.349075 0.00 0.00 0.00
H -1.430394 -3.887584 -1.687990 0.01 0.01 -0.02
H -0.466679 -2.963733 -2.849906 0.00 0.00 0.01
H -2.939436 -1.360584 -4.065941 0.01 -0.01 0.01
H -1.292850 -0.789760 -3.712998 -0.04 -0.03 0.01
H -2.675504 0.011758 -2.958142 -0.01 0.02 0.01
H -4.185107 -2.655293 -2.338589 0.00 -0.02 0.01
H -4.053361 -1.306723 -1.190043 0.00 0.02 -0.01
H -3.504755 -2.923936 -0.721303 0.00 0.02 -0.02
H -3.905201 -2.031359 2.989720 0.00 0.00 0.00
H -2.920461 -3.488113 3.245247 0.00 0.00 0.00
H -3.721626 -3.212272 1.684643 0.01 0.00 0.01
H -1.991540 -0.512812 3.581482 -0.02 0.07 0.04
H -0.397101 -0.758291 2.848516 0.05 0.08 -0.06
H -1.058763 -1.973409 3.959821 0.00 0.02 -0.02
H -1.504288 -3.493923 0.543784 0.01 0.01 0.06
H -0.659481 -3.665069 2.095536 0.00 -0.01 0.02
H -0.147996 -2.425817 0.933298 -0.03 0.02 0.01
```
Positions in Å, forces in eV/Å.

Its energy is -2577.0456 a.u. As for the net charge: -1. As for the spin multiplicity: 2. The HOMO-LUMO gap (alpha / beta) comes out at 6.81 / 6.62 eV.

Results of the Löwdin charge analysis, in e, for atoms 1 through 4:
1. Ru 1.298
2. O -0.192
3. C -0.333
4. C -0.040

=====

Record 2
C29H36N3O8Re as an isolated structure in a non-equilibrium geometry, computed with ωB97M-V/def2-TZVPD.

Structure (XYZ):
```
77
Properties=species:S:1:pos:R:3:forces:R:3
Re 0.687602 -0.978292 -0.563371 0.21 0.03 -0.90
C 2.459044 -2.041205 0.408756 0.51 -0.14 0.98
C 2.729282 -2.886483 -0.686917 0.04 0.51 -0.09
C 1.630883 -3.759292 -0.885351 -0.49 0.12 0.07
C 0.652406 -3.431720 0.061728 -0.13 0.06 0.00
C 1.171792 -2.394215 0.948300 0.48 -0.75 0.22
C 0.845156 -2.350988 2.413909 -0.08 0.13 -0.01
C -0.708671 -4.024842 0.207342 -0.01 -0.10 -0.04
C 1.521992 -4.777451 -1.972819 -0.04 0.00 -0.01
C 3.962036 -2.873463 -1.522596 0.02 -0.06 -0.02
C 3.481873 -1.238745 1.166430 0.01 -0.01 -0.01
H 1.069881 -1.381978 2.856224 0.01 0.01 -0.01
H 1.448786 -3.107006 2.921640 0.00 0.01 0.00
H -0.203859 -2.563012 2.595210 -0.01 -0.01 -0.01
H -1.178157 -4.213127 -0.758566 0.00 0.00 0.00
H -1.360372 -3.361368 0.773788 0.01 0.00 -0.02
H -0.635961 -4.981066 0.733291 -0.02 0.01 0.02
H 0.535224 -5.236401 -1.988417 0.00 0.01 0.00
H 2.254167 -5.575211 -1.832375 0.01 0.01 0.02
H 1.713166 -4.355673 -2.964786 0.02 -0.01 0.02
H 3.744283 -2.969607 -2.591604 0.04 0.01 0.02
H 4.579741 -3.739815 -1.270183 0.00 0.00 0.01
H 4.563356 -1.980983 -1.361083 0.00 0.00 0.00
H 3.004197 -0.584440 1.897082 0.00 0.02 -0.02
H 4.114862 -0.632022 0.516575 0.00 0.00 -0.01
H 4.143797 -1.899531 1.730618 -0.01 -0.01 -0.01
N 1.041133 -1.616009 -2.709438 0.05 0.14 -0.09
C 0.936438 -0.587327 -3.786737 -0.04 -0.08 -0.05
C 1.530301 0.741711 -3.362957 0.00 0.06 -0.01
C 2.899619 0.639048 -2.676792 0.00 0.00 -0.04
C 2.902729 1.358172 -1.343869 -0.02 0.02 0.04
N 1.818294 0.864156 -0.435132 0.09 -0.02 0.04
H 1.918565 -2.107099 -2.825350 0.00 0.03 -0.02
H 0.307071 -2.300800 -2.875868 -0.01 0.01 0.05
H -0.119577 -0.465515 -4.019514 0.01 0.02 0.00
H 1.431189 -0.967246 -4.682705 0.00 0.00 0.00
H 0.819823 1.225251 -2.689580 0.05 0.00 -0.01
H 1.579095 1.394180 -4.235414 0.02 -0.02 -0.02
H 3.685332 1.063429 -3.302521 0.00 0.02 0.01
H 3.178197 -0.402541 -2.503598 -0.01 0.01 -0.01
H 2.753325 2.428873 -1.492472 0.01 0.00 0.01
H 3.856059 1.236910 -0.832189 0.01 -0.05 -0.01
H 1.058275 1.545664 -0.396203 -0.02 -0.04 -0.02
H 2.156478 0.874345 0.525946 -0.01 0.00 0.00
O -3.133061 -1.421819 -1.145528 -0.09 0.06 0.01
C -2.285789 -0.579999 -1.132830 0.22 -0.55 -0.13
O -0.992677 -0.938608 -1.477792 -0.81 0.58 0.26
C -2.522560 0.847462 -0.814421 -0.06 0.07 0.00
C -1.679509 1.860533 -1.248592 0.02 -0.01 0.02
C -1.913515 3.199794 -0.925282 0.01 0.00 -0.01
C -3.018898 3.455692 -0.152486 0.02 0.02 0.02
O -3.432060 4.647054 0.347440 0.00 -0.01 0.02
C -4.723975 4.396629 0.915563 0.03 0.00 0.00
O -4.853070 2.982267 1.055206 0.01 -0.02 0.00
C -3.876100 2.446147 0.269926 -0.01 0.00 0.02
C -3.666047 1.133583 -0.048480 0.04 0.02 0.00
H -0.846310 1.612095 -1.891393 -0.04 0.00 0.02
H -1.268629 3.998936 -1.263424 0.00 0.00 0.00
H -5.493179 4.769275 0.234441 0.00 0.01 0.01
H -4.782493 4.867456 1.893303 -0.01 0.01 0.01
H -4.313693 0.336099 0.286793 0.00 0.00 0.00
O -1.805084 -1.110490 1.601115 0.04 0.02 0.04
C -1.142614 -0.096492 1.693665 -0.03 -0.17 -0.11
O -0.024654 0.118421 1.033388 0.06 0.03 -0.19
C -1.563827 1.046190 2.561284 -0.01 0.02 0.01
C -2.616388 0.871717 3.454553 -0.01 0.01 0.01
C -3.065645 1.934573 4.223770 -0.01 0.00 -0.01
C -2.487544 3.188925 4.088615 -0.01 -0.01 -0.01
C -1.454201 3.339824 3.181760 0.06 0.02 0.07
C -0.969603 2.291251 2.428320 -0.01 -0.02 -0.01
N -0.847048 4.672655 2.991507 -0.19 0.00 -0.26
O -1.334012 5.601983 3.594074 0.05 0.01 0.10
O 0.076812 4.758321 2.203964 0.06 -0.01 0.08
H -3.079806 -0.102990 3.528456 0.00 0.00 0.00
H -3.877487 1.792059 4.923350 0.00 0.00 0.00
H -2.823869 4.037545 4.666252 0.00 0.00 -0.01
H -0.162317 2.456644 1.735050 0.01 0.01 -0.01
```
Positions in Å, forces in eV/Å.

Its energy is -1970.8768 a.u. As for the net charge: +1. As for the spin multiplicity: 2. The HOMO-LUMO gap (alpha / beta) comes out at 6.78 / 7.00 eV.

Results of the Löwdin charge analysis, in e, for atoms 1 through 4:
1. Re 1.641
2. C -0.352
3. C -0.209
4. C -0.210

=====

Record 3
One molecule with the formula C29H36N4O5 in a non-equilibrium geometry, computed with ωB97M-V/def2-TZVPD.

Structure (XYZ):
```
74
Properties=species:S:1:pos:R:3:forces:R:3
C -5.171640 -4.746710 0.394253 -0.08 0.05 0.19
C -5.025645 -3.662280 1.464135 0.02 -0.12 -0.19
C -4.024891 -2.631122 1.030758 -0.05 0.03 0.12
C -4.424655 -1.514280 0.306907 0.05 -0.05 0.00
C -3.500658 -0.582798 -0.126917 0.18 -0.01 0.05
C -2.150443 -0.761554 0.151415 -0.48 -0.27 0.06
N -1.213974 0.225684 -0.274192 -0.15 -0.05 0.33
C -1.038438 0.481225 -1.587657 -0.40 -0.27 -0.26
O -0.483163 1.478071 -2.028330 0.20 0.02 -0.26
C -1.501623 -0.589358 -2.569773 0.20 0.04 -0.11
C -0.300046 -0.978545 -3.441285 0.02 0.19 -0.11
C 0.965732 -1.357686 -2.685962 -0.33 0.00 -0.22
O 2.068772 -1.151569 -3.132502 0.27 0.06 -0.10
N 0.751512 -1.983800 -1.489697 -0.36 -0.17 0.30
C 1.727774 -2.397459 -0.610346 0.73 -0.34 0.70
C 3.133988 -2.445508 -0.775120 0.12 -0.27 0.45
C 3.576064 -2.960112 0.410167 -0.24 0.21 -0.77
C 4.933002 -3.256492 0.925633 -0.15 0.08 0.19
O 2.526170 -3.202950 1.209528 0.72 -0.17 0.17
N 1.380130 -2.851286 0.573773 -0.94 0.23 -0.58
C -0.529732 0.897807 0.844711 0.34 0.46 0.35
C -0.858215 2.395707 1.088602 -0.12 -0.65 -0.15
O -1.196180 2.731727 2.208622 -0.06 0.11 0.39
N -0.690867 3.207570 0.047081 0.05 0.33 -0.54
C -0.878701 4.657369 0.074556 -0.07 0.26 0.23
C 0.078526 5.272164 1.098557 -0.13 -0.10 -0.07
C -2.329441 4.980855 0.442801 0.18 -0.07 0.01
C -0.557604 5.170366 -1.328080 -0.06 -0.13 0.23
C 0.968440 0.691042 0.858319 0.04 -0.10 0.07
C 1.539530 0.068923 1.967164 0.00 0.10 -0.14
C 2.899067 -0.133417 2.050782 0.31 0.04 -0.09
C 3.736792 0.271774 1.012008 -0.19 0.05 0.18
O 5.066377 0.004640 1.172892 -0.30 -0.03 0.19
C 5.949921 0.378490 0.142371 0.13 0.05 -0.14
C 3.179237 0.898067 -0.094024 0.32 0.00 0.02
C 1.812866 1.110435 -0.160318 0.01 -0.02 0.04
C -1.736030 -1.872494 0.878683 0.00 0.20 -0.14
C -2.672740 -2.795610 1.306079 -0.08 0.05 -0.03
H -5.507892 -4.310971 -0.544105 -0.02 0.00 -0.11
H -5.895699 -5.494418 0.708349 -0.06 -0.12 -0.03
H -4.217177 -5.238834 0.221331 0.07 -0.07 -0.06
H -4.700859 -4.121822 2.399195 -0.06 0.06 0.05
H -5.995059 -3.189931 1.632685 0.02 0.00 0.09
H -5.472230 -1.365068 0.089810 -0.13 0.01 -0.01
H -3.817477 0.290062 -0.678486 -0.03 0.13 -0.03
H -1.935266 -1.456150 -2.072707 -0.01 0.07 -0.09
H -2.265637 -0.154265 -3.217770 -0.02 -0.06 0.09
H -0.028149 -0.139795 -4.084364 0.03 -0.14 0.07
H -0.567019 -1.820705 -4.085144 0.02 0.02 0.00
H -0.187251 -2.120325 -1.144483 -0.02 0.05 -0.14
H 3.688031 -2.143865 -1.636025 0.18 0.05 -0.14
H 4.884826 -4.069971 1.644839 0.07 -0.10 0.00
H 5.331748 -2.374073 1.425957 0.05 -0.01 0.03
H 5.594742 -3.522872 0.106395 0.04 -0.04 -0.03
H -0.928627 0.410705 1.740668 0.10 0.23 -0.25
H -0.462596 2.786280 -0.851207 -0.07 -0.07 0.22
H -0.032175 6.353025 1.115449 0.00 0.16 -0.01
H -0.140297 4.877943 2.086675 0.02 0.02 0.08
H 1.107520 5.025585 0.845718 0.12 0.00 -0.04
H -2.481506 6.056532 0.465016 -0.03 0.16 -0.01
H -2.556177 4.571836 1.423313 -0.06 0.01 0.06
H -3.009986 4.544750 -0.285774 -0.08 -0.03 -0.10
H -1.214053 4.708269 -2.062154 -0.08 -0.04 -0.12
H 0.471956 4.937706 -1.590201 0.14 -0.01 -0.06
H -0.691450 6.247940 -1.372843 -0.01 0.10 0.01
H 0.909452 -0.260775 2.779756 -0.09 -0.05 0.09
H 3.334934 -0.617104 2.910690 0.06 -0.07 0.11
H 5.952168 1.461945 -0.010512 -0.01 -0.04 -0.02
H 5.700896 -0.121683 -0.798589 0.00 0.03 0.00
H 6.938650 0.060930 0.470705 -0.04 0.04 -0.06
H 3.790374 1.224672 -0.919592 0.10 0.01 -0.08
H 1.422897 1.597206 -1.037519 -0.02 0.04 -0.02
H -0.688811 -2.022460 1.102778 0.09 0.01 0.06
H -2.342017 -3.657189 1.866551 0.04 -0.12 0.09
```
Positions in Å, forces in eV/Å.

As for the SMILES: CCc1ccc(N(C(=O)CCC(=O)Nc2cc(C)on2)[C@H](C(=O)NC(C)(C)C)c2ccc(OC)cc2)cc1. Its energy is -1721.9334 a.u. As for the spin multiplicity: 1. The HOMO-LUMO gap comes out at 8.86 eV.

Results of the Löwdin charge analysis, in e, for atoms 1 through 4:
1. C -0.094
2. C -0.213
3. C -0.243
4. C -0.021

=====

The following ΔE to the lowest compared entry with this formula, charge and spin values (in kJ/mol) correspond, in order, to the records above: 0.00; 202.45; 177.59.